No. 1
A molecular structure, C22H61Mn2N3O14S at a distorted geometry, computed with ωB97M-V/def2-TZVPD.

Output
Net charge: +2
2S+1: 11
HOMO-LUMO gap (alpha / beta) in eV: 8.879 / 8.292
⟨S²⟩: 30.01
E_LUMO (alpha / beta) in eV: -4.59 / -5.19
E_tot in Eh: -4792.09833

CARTESIAN COORDINATES (ANGSTROEM)
Mn 2.09 1.52 -1.77
Mn -3.01 -0.40 0.37
S -0.84 1.05 -0.02
O -1.12 -0.22 0.73
O 0.32 0.89 -0.93
O -2.14 1.12 -0.70
O -0.61 2.14 0.94
C 0.11 -5.63 0.29
O 1.17 -4.82 0.80
C 0.71 -3.69 1.56
C 1.83 -2.65 1.35
N 1.58 -1.24 1.69
C 1.54 -1.01 3.15
C 2.94 -1.02 3.79
O 3.51 -2.33 3.81
C 4.85 -2.28 4.27
H 0.48 -6.60 -0.03
H -0.38 -5.13 -0.56
H -0.68 -5.76 1.03
H 0.71 -3.93 2.63
H -0.30 -3.38 1.28
H 2.30 -2.75 0.37
H 2.52 -3.15 2.03
H 0.62 -1.07 1.42
H 0.76 -1.65 3.57
H 1.30 0.06 3.20
H 2.83 -0.60 4.79
H 3.60 -0.30 3.30
H 4.85 -1.89 5.30
H 5.56 -1.81 3.60
H 5.22 -3.27 4.53
C -3.12 1.38 2.99
O -3.68 1.04 1.73
C -4.81 1.82 1.36
C -5.51 1.31 0.03
N -5.04 0.00 -0.43
C -4.76 -0.16 -1.89
C -4.14 -1.51 -2.19
O -2.96 -1.65 -1.41
C -2.14 -2.74 -1.81
H -2.76 2.41 2.96
H -2.32 0.69 3.22
H -3.84 1.31 3.81
H -4.57 2.88 1.26
H -5.63 1.67 2.06
H -5.39 2.13 -0.68
H -6.57 1.25 0.27
H -5.83 -0.63 -0.29
H -4.09 0.62 -2.25
H -5.68 -0.17 -2.48
H -3.96 -1.61 -3.26
H -4.82 -2.37 -2.07
H -1.89 -2.67 -2.87
H -2.71 -3.66 -1.64
H -1.23 -2.73 -1.22
C -0.16 3.64 -2.68
O 0.75 2.61 -3.13
C 0.20 1.73 -4.06
C 1.24 0.62 -4.39
N 1.77 -0.03 -3.21
C 2.77 -1.05 -3.61
C 2.15 -2.34 -4.19
O 0.96 -2.66 -3.50
C 0.80 -4.05 -3.38
H -1.19 3.31 -2.54
H -0.07 4.53 -3.30
H 0.05 3.92 -1.65
H -0.20 2.25 -4.93
H -0.72 1.31 -3.63
H 2.00 1.15 -4.97
H 0.73 -0.04 -5.10
H 1.00 -0.62 -2.89
H 3.37 -1.42 -2.78
H 3.60 -0.75 -4.26
H 2.85 -3.17 -4.30
H 1.84 -2.13 -5.22
H 0.59 -4.48 -4.37
H -0.13 -4.31 -2.87
H 1.54 -4.67 -2.86
C 2.78 3.82 0.50
O 1.91 2.90 -0.18
H 3.64 4.03 -0.13
H 2.30 4.77 0.74
H 3.13 3.37 1.43
H 1.06 2.80 0.30
C -0.21 2.69 4.40
O 0.63 2.36 3.31
H -1.06 3.27 4.03
H -0.50 1.76 4.90
H 0.39 3.25 5.11
H 0.13 2.24 2.49
C 4.36 -0.18 0.00
O 2.97 0.09 -0.26
H 4.37 -1.09 0.59
H 5.01 -0.25 -0.88
H 4.77 0.68 0.54
H 2.48 -0.53 0.35
C -1.45 5.65 1.71
O -2.02 4.49 1.07
H -0.72 5.41 2.48
H -1.08 6.29 0.91
H -2.18 6.27 2.22
H -1.37 3.78 1.18


No. 2
A gas-phase ion, C3H3N2O2 (charge +1) at a distorted geometry, computed with ωB97M-V/def2-TZVPD.

Output
Net charge: +1
HOMO-LUMO gap (alpha / beta) in eV: 7.774 / 7.776
Energy relative to the best compared isomer or geometry (same formula, charge and spin) in eV: 3.918
E_LUMO (alpha / beta) in eV: -7.04 / -7.04
E_tot in Eh: -375.67743
Structure (SMILES): O=C=[N+]=CCN=O

CARTESIAN COORDINATES (ANGSTROEM)
C -0.08 -0.87 -0.43
C -0.48 -2.93 0.84
C 0.21 0.19 0.45
N -0.31 -2.05 -0.04
N 1.62 -0.11 1.17
O -0.74 -3.91 1.38
O 2.42 0.66 0.95
H -0.06 -0.63 -1.45
H 0.18 1.06 -0.17
H -0.23 0.22 1.43


No. 3
7 unconnected molecules or ions with the total composition C32H76BIN2O22PS6 at a distorted geometry, computed with ωB97M-V/def2-TZVPD.

Output
Net charge: -1
HOMO-LUMO gap in eV: 5.691
E_LUMO in eV: 1.54
E_tot in Eh: -6082.57761

CARTESIAN COORDINATES (ANGSTROEM)
C -2.21 1.73 -4.44
P -0.35 1.46 -4.54
C 0.56 1.99 -2.96
C 0.13 -0.26 -5.14
C 1.74 -0.13 -5.28
C 2.19 1.18 -6.09
O 3.11 1.88 -5.58
I 1.34 1.88 -7.95
O -0.53 -0.51 -6.41
B -0.32 -1.95 -6.79
O -0.17 -2.55 -5.44
C -0.31 -1.60 -4.34
C 0.75 -2.26 -3.29
C 0.87 -1.45 -1.90
C 2.38 -1.13 -1.45
C 2.28 -0.70 0.12
C 1.80 0.83 0.30
N 2.99 1.75 0.12
C -1.71 -1.65 -3.55
C -2.95 -2.23 -4.40
C -3.83 -1.11 -5.12
N -4.88 -0.49 -4.30
O -3.64 -0.83 -6.33
H -2.66 1.38 -5.42
H -2.73 1.33 -3.51
H -2.37 2.88 -4.41
H 1.29 1.21 -2.55
H -0.15 2.38 -2.14
H 1.21 2.89 -3.25
H 2.24 -1.08 -5.65
H 2.12 0.03 -4.21
H 0.69 -1.86 -7.45
H -1.34 -2.18 -7.38
H 1.80 -2.35 -3.72
H 0.39 -3.32 -3.04
H 0.18 -0.54 -1.88
H 0.45 -2.16 -1.08
H 2.99 -2.10 -1.46
H 2.86 -0.30 -2.07
H 1.46 -1.33 0.64
H 3.24 -0.92 0.69
H 1.40 0.91 1.38
H 0.93 1.09 -0.38
H 2.68 2.68 -0.24
H 3.30 1.93 1.09
H -1.94 -0.65 -3.04
H -1.56 -2.40 -2.69
H -2.66 -3.05 -5.13
H -3.64 -2.72 -3.62
H -4.57 -0.61 -3.32
H -4.91 0.49 -4.59
O -4.65 -1.44 -1.30
S -5.35 -1.46 -0.05
O -5.55 -0.26 0.73
O -4.71 -2.59 0.90
C -3.30 -2.55 1.16
C -2.95 -1.47 2.17
C -6.93 -2.23 -0.29
H -2.74 -2.42 0.23
H -3.03 -3.52 1.57
H -3.14 -0.48 1.76
H -1.90 -1.53 2.45
H -3.56 -1.57 3.07
H -6.78 -3.16 -0.84
H -7.55 -1.54 -0.86
H -7.38 -2.42 0.69
O 3.40 6.63 -1.51
S 3.01 6.19 -0.20
O 2.14 5.06 0.00
O 2.44 7.45 0.63
C 1.36 8.20 0.07
C 0.04 7.47 0.20
C 4.48 5.94 0.76
H 1.57 8.45 -0.98
H 1.31 9.14 0.62
H 0.02 6.57 -0.41
H -0.79 8.11 -0.13
H -0.13 7.17 1.23
H 5.13 6.80 0.65
H 4.97 5.04 0.39
H 4.19 5.79 1.81
O 6.82 -1.52 2.51
S 6.61 -2.46 1.43
O 5.32 -3.04 1.17
O 7.70 -3.64 1.55
C 7.79 -4.37 2.78
C 6.66 -5.36 2.93
C 7.21 -1.74 -0.07
H 7.83 -3.68 3.63
H 8.75 -4.91 2.76
H 5.70 -4.85 3.04
H 6.81 -5.99 3.81
H 6.59 -6.00 2.05
H 8.21 -1.34 0.11
H 6.53 -0.95 -0.36
H 7.24 -2.51 -0.84
O 4.14 -5.80 1.45
S 2.75 -5.45 1.33
O 2.01 -4.89 2.43
O 1.93 -6.71 0.74
C 2.03 -7.96 1.42
C 1.18 -7.98 2.68
C 2.56 -4.38 -0.07
H 3.07 -8.20 1.63
H 1.65 -8.73 0.73
H 1.58 -7.28 3.42
H 1.17 -8.98 3.12
H 0.16 -7.67 2.46
H 3.09 -4.82 -0.92
H 3.00 -3.42 0.19
H 1.50 -4.27 -0.29
O -1.56 1.02 4.34
S -0.28 1.68 4.30
O 0.86 1.08 3.67
O 0.12 2.15 5.79
C 0.14 1.16 6.83
C 1.38 0.29 6.74
C -0.51 3.30 3.61
H -0.77 0.56 6.81
H 0.15 1.70 7.78
H 1.36 -0.33 5.84
H 1.45 -0.37 7.60
H 2.28 0.90 6.69
H -1.35 3.78 4.11
H -0.71 3.19 2.55
H 0.41 3.87 3.76
O -5.41 5.12 3.28
S -6.81 4.88 3.09
O -7.52 3.88 3.85
O -7.10 4.64 1.52
C -6.36 3.62 0.84
C -6.88 2.23 1.17
C -7.68 6.41 3.24
H -5.29 3.70 1.06
H -6.49 3.80 -0.23
H -6.69 1.98 2.21
H -6.39 1.48 0.55
H -7.96 2.17 1.01
H -7.18 7.16 2.63
H -7.67 6.70 4.29
H -8.71 6.27 2.91


No. 4
A molecular structure, C33H58BFeN6S3 at a distorted geometry, computed with ωB97M-V/def2-TZVPD.

Output
Net charge: +1
2S+1: 5
HOMO-LUMO gap (alpha / beta) in eV: 9.276 / 8.340
Energy relative to the best compared isomer or geometry (same formula, charge and spin) in eV: 1.025
⟨S²⟩: 6.01
E_LUMO (alpha / beta) in eV: -1.80 / -2.73
E_tot in Eh: -4103.74579

CARTESIAN COORDINATES (ANGSTROEM)
Fe -1.38 -8.26 18.01
C -3.25 -9.39 22.52
C -2.52 -9.54 21.23
C -2.16 -11.03 21.14
C -1.30 -8.70 21.21
C -0.58 -8.11 22.24
C 0.49 -7.47 21.63
C 1.51 -6.64 22.29
C 2.92 -7.09 22.27
C 1.39 -5.14 21.79
N 0.41 -7.73 20.29
N -0.74 -8.37 20.06
B 1.38 -7.70 19.13
N 1.00 -6.57 18.17
N -0.35 -6.44 17.71
C -0.35 -5.39 16.96
C 0.86 -4.82 16.86
C 1.76 -5.68 17.56
C 3.22 -5.44 17.53
C 3.81 -5.13 18.90
C 4.01 -6.58 16.82
C -1.53 -4.84 16.17
C -2.03 -5.83 15.12
C -2.63 -4.47 17.10
N 1.38 -9.17 18.48
N 0.34 -9.39 17.57
C 0.40 -10.65 17.11
C 1.46 -11.28 17.80
C 2.02 -10.33 18.63
C 3.18 -10.65 19.54
C 4.48 -9.95 19.20
C 2.86 -10.66 21.02
C -0.54 -11.21 16.07
C -1.43 -10.19 15.33
C -1.38 -12.36 16.71
H -4.30 -9.63 22.40
H -3.26 -8.36 22.87
H -2.81 -9.95 23.27
H -3.18 -9.27 20.39
H -1.50 -11.35 21.97
H -1.68 -11.25 20.19
H -3.13 -11.64 21.15
H -0.79 -8.03 23.26
H 1.13 -6.62 23.32
H 3.40 -6.99 21.27
H 3.06 -8.19 22.47
H 3.48 -6.60 23.08
H 0.67 -4.54 22.36
H 1.14 -5.17 20.73
H 2.40 -4.68 21.70
H 2.55 -7.68 19.50
H 1.14 -3.90 16.36
H 3.43 -4.57 16.89
H 4.47 -5.93 19.32
H 3.03 -4.87 19.68
H 4.43 -4.23 18.79
H 3.97 -7.46 17.36
H 5.07 -6.30 16.79
H 3.76 -6.68 15.76
H -1.17 -3.94 15.71
H -2.47 -6.66 15.64
H -1.26 -6.11 14.40
H -2.79 -5.34 14.58
H -2.92 -5.25 17.75
H -3.50 -4.13 16.54
H -2.38 -3.69 17.75
H 1.79 -12.33 17.77
H 3.40 -11.64 19.23
H 4.51 -8.94 19.55
H 4.60 -9.97 18.08
H 5.26 -10.56 19.65
H 2.58 -9.72 21.45
H 3.71 -10.97 21.62
H 2.14 -11.48 21.23
H 0.06 -11.66 15.30
H -2.03 -9.49 16.01
H -2.12 -10.74 14.67
H -0.94 -9.50 14.62
H -2.41 -12.39 16.46
H -1.36 -12.31 17.80
H -0.86 -13.31 16.63
C -7.97 -8.72 19.78
C -7.72 -7.25 20.01
S -6.99 -6.41 18.68
C -5.30 -6.05 19.30
C -4.28 -7.15 19.38
S -3.86 -7.83 17.68
C -4.47 -9.57 17.76
C -5.95 -9.71 17.94
S -6.46 -9.60 19.70
H -8.74 -8.86 18.99
H -8.47 -9.12 20.60
H -7.12 -7.15 20.92
H -8.71 -6.79 20.35
H -5.45 -5.62 20.30
H -4.93 -5.19 18.74
H -4.55 -7.87 20.09
H -3.32 -6.88 19.78
H -3.87 -10.07 18.54
H -4.23 -10.01 16.81
H -6.41 -10.69 17.59
H -6.57 -8.96 17.39


No. 5
A molecular structure, C3H5O3S at a distorted geometry, computed with ωB97M-V/def2-TZVPD.

Output
Net charge: -1
HOMO-LUMO gap in eV: 8.033
Energy relative to the best compared isomer or geometry (same formula, charge and spin) in eV: 3.113
E_LUMO in eV: 4.02
E_tot in Eh: -741.15987

CARTESIAN COORDINATES (ANGSTROEM)
C -1.68 -1.35 -0.21
C -1.39 -0.13 0.27
C 0.42 0.56 0.56
O 2.00 1.27 -1.33
O 2.74 -0.76 -0.03
O 0.59 1.84 0.62
S 1.59 -0.15 -0.73
H -2.70 -1.76 -0.47
H -0.97 -2.18 -0.27
H -2.29 0.53 0.50
H 0.54 0.08 1.53
H 1.15 2.04 -0.42


No. 6
2 unconnected molecules or ions with the total composition C3H12NO at a distorted geometry, computed with ωB97M-V/def2-TZVPD.

Output
Net charge: +1
HOMO-LUMO gap in eV: 13.077
Energy relative to the best compared isomer or geometry (same formula, charge and spin) in eV: 0.946
E_LUMO in eV: -3.18
E_tot in Eh: -251.23559

CARTESIAN COORDINATES (ANGSTROEM)
C -0.24 1.08 1.67
C 0.19 -0.35 1.19
N 0.61 -0.35 -0.24
C 1.25 -1.64 -0.61
H -0.67 1.51 0.72
H -0.92 1.04 2.52
H 0.66 1.63 1.97
H 1.00 -0.76 1.75
H -0.68 -1.03 1.26
H 1.14 0.52 -0.53
H -0.20 -0.23 -0.86
H 1.12 -2.50 0.10
H 2.34 -1.57 -0.77
H 0.81 -2.17 -1.46
H -2.34 0.63 -1.75
H -1.37 1.85 -2.19
O -1.53 1.12 -1.59


No. 7
A molecular structure, C10H15N at a distorted geometry, computed with ωB97M-V/def2-TZVPD.

Output
HOMO-LUMO gap in eV: 9.249
Energy relative to the best compared isomer or geometry (same formula, charge and spin) in eV: 2.866
E_LUMO in eV: 1.05
E_tot in Eh: -444.67370

CARTESIAN COORDINATES (ANGSTROEM)
C -3.32 0.20 -0.84
C -3.77 -0.62 0.22
C -1.98 0.36 -0.79
C -2.67 -0.93 0.93
C 0.48 0.92 1.26
C 1.82 0.51 0.61
C 1.18 -0.27 -0.58
C -0.26 -0.30 0.75
C 2.93 1.50 0.24
C 1.53 -1.61 -1.19
N -1.56 -0.29 0.33
H -3.86 0.51 -1.66
H -4.78 -0.91 0.46
H -1.34 0.86 -1.48
H -2.63 -1.75 1.52
H 0.39 1.34 2.18
H 0.15 1.84 0.61
H 2.37 -0.15 1.29
H 0.86 0.53 -1.35
H 0.10 -1.22 1.24
H 2.66 2.21 -0.60
H 3.76 0.86 0.01
H 3.24 2.23 0.99
H 2.02 -2.31 -0.55
H 2.11 -1.46 -2.16
H 0.59 -2.06 -1.44


No. 8
A molecular structure, C28H23F3N5O3SW at a distorted geometry, computed with ωB97M-V/def2-TZVPD.

Output
2S+1: 2
HOMO-LUMO gap (alpha / beta) in eV: 5.302 / 5.752
Energy relative to the best compared isomer or geometry (same formula, charge and spin) in eV: 1.232
⟨S²⟩: 0.76
E_LUMO (alpha / beta) in eV: -1.15 / -1.16
E_tot in Eh: -2345.23967

CARTESIAN COORDINATES (ANGSTROEM)
W -0.49 0.34 0.55
C -3.08 2.50 2.57
C -2.20 2.04 1.40
O -0.88 1.78 1.80
C -2.23 3.01 0.25
C -1.37 2.88 -0.80
C -1.37 3.82 -1.97
N -0.50 1.82 -0.81
N 0.27 1.67 -1.94
C 0.98 0.58 -1.90
O 0.95 -0.23 -0.87
C 1.79 0.24 -3.08
C 1.60 0.91 -4.29
C 2.34 0.56 -5.40
C 3.28 -0.45 -5.32
C 3.48 -1.12 -4.13
C 2.73 -0.79 -3.01
H -3.06 1.75 3.36
H -4.11 2.62 2.23
H -2.70 3.44 2.96
H -2.96 3.79 0.28
H -2.01 4.67 -1.79
H -1.73 3.28 -2.85
H -0.35 4.14 -2.18
H 0.86 1.69 -4.33
H 2.18 1.08 -6.34
H 3.86 -0.71 -6.19
H 4.21 -1.91 -4.08
H 2.88 -1.31 -2.08
O -0.60 -1.30 1.53
C -1.36 -2.37 1.65
C -1.52 -2.99 2.90
C -2.33 -4.10 3.04
C -3.01 -4.62 1.94
C -2.85 -4.04 0.70
C -2.04 -2.91 0.52
C -1.92 -2.27 -0.75
N -1.48 -1.01 -0.98
C -1.61 -0.80 -2.33
C -2.09 -1.93 -2.93
N -2.28 -2.84 -1.93
H -1.00 -2.56 3.74
H -2.45 -4.55 4.01
H -3.66 -5.47 2.06
H -3.40 -4.44 -0.14
H -1.37 0.14 -2.79
H -2.30 -2.13 -3.96
H -2.61 -3.78 -2.03
F 4.32 0.44 5.53
C 4.63 0.92 4.30
F 5.09 2.17 4.51
F 5.70 0.19 3.91
C 3.50 0.85 3.34
C 2.83 2.00 2.86
C 1.81 1.86 1.98
N 1.34 0.65 1.52
C 2.06 -0.45 1.93
C 3.10 -0.39 2.82
H 3.15 2.98 3.17
H 1.29 2.73 1.57
H 1.76 -1.40 1.49
H 3.61 -1.29 3.11
S -4.09 0.00 0.84
C -2.58 0.65 0.83


> What is the E_tot in the fifth record?

-741.15987 Eh


> Which formula does entry 5 have?

C3H5O3S